ORCA calculation (wB97M-V/def2-TZVPD) on a single C4H8O molecule.

```
! RIJCOSX wB97M-V def2-TZVPD def2/J DEFGRID3
* xyz 0 1
C 0.50853 -1.88817 0.76945
C -0.28583 -0.55519 0.73841
C -0.03617 0.35391 -0.26490
C -0.80962 1.65612 -0.49164
O 1.12329 0.18260 -1.14372
H -0.05746 -2.78382 0.39820
H 1.44441 -1.54152 0.24410
H 0.75350 -2.10269 1.76331
H -1.05375 -0.22362 1.40921
H -0.15622 2.36919 -1.03043
H -1.52531 1.51078 -1.29960
H -1.40277 1.95530 0.35957
H 1.49739 1.06710 -1.45195
*
```

The value obtained for the highest occupied orbital energy is -8.5 eV. The energy above the lowest of the compared OMol25 structures with the same formula, charge and spin comes out at 1.417 eV. The HOMO-LUMO gap comes out at 9.4 eV. Its structure (SMILES) is C/C=C(/C)O. The total energy comes out at -6323.750 eV.

Löwdin population analysis, charges in e, atoms 1 to 6: -0.0843, -0.1016, -0.3222, -0.0485, -0.0640, 0.0859